Below is a cluster of 13 separate species, C90H202N12O13 in total, with properties calculated with wB97M-V/def2-TZVPD.

Output
lowest unoccupied orbital energy	0.52	eV
Kohn-Sham gap	8.65	eV
energy	-141091.8700	eV

```
! wB97M-V def2-TZVPD RIJCOSX def2/J DEFGRID3
* xyz 0 1
C -20.86412 1.13599 27.94612
C -21.22914 -0.14442 27.35174
O -20.38685 -0.46946 26.19466
H -19.84582 1.14596 28.34714
H -21.69558 1.52517 28.56791
H -20.79421 1.81633 27.05121
H -22.25498 -0.04784 27.05960
H -21.15043 -1.02048 27.96248
H -20.95871 -0.99350 25.57509
C -17.37808 0.07914 15.88937
C -16.14659 0.06470 15.00447
C -16.62396 0.85896 13.79122
C -15.47567 1.25059 12.82722
C -14.37798 1.94073 13.61413
C -13.94465 1.29113 15.00244
N -15.11146 0.88433 15.69541
O -14.71077 0.13815 16.86458
C -12.91214 0.17791 14.51891
C -13.25114 2.36116 15.85228
C -15.81374 -1.37223 14.62970
H -17.66386 1.15470 16.06088
H -17.05986 -0.46133 16.83660
H -18.14777 -0.40697 15.35023
H -17.43345 0.37277 13.27686
H -17.00234 1.83846 14.16479
H -15.94780 1.98107 12.13017
H -15.06452 0.35530 12.31801
H -14.68856 2.97648 13.81868
H -13.46153 1.91406 13.01434
H -12.00527 0.65253 14.21457
H -12.69724 -0.54955 15.33185
H -13.22773 -0.29276 13.55548
H -14.00210 3.09732 16.05580
H -12.80944 1.93379 16.79234
H -12.44194 2.76186 15.31271
H -14.97817 -1.44025 13.93256
H -16.77401 -1.79412 14.35653
H -15.52040 -1.89076 15.56009
H -15.02868 0.59260 17.67125
C -20.98848 6.13952 16.81948
C -19.51701 5.61567 16.88552
C -19.15980 5.11697 15.49398
C -17.70941 4.86613 15.17598
C -16.94181 6.08828 15.57819
C -17.15238 6.59609 16.95838
N -18.66176 6.80921 17.10895
O -19.09790 7.37935 18.34974
C -16.57642 5.62065 18.00747
C -16.44405 7.98917 17.16736
C -19.39566 4.48713 17.92570
H -21.68589 5.44261 16.28787
H -21.04215 7.04948 16.25198
H -21.33090 6.24674 17.83773
H -19.81678 4.26228 15.20137
H -19.47712 5.88225 14.72460
H -17.49336 4.77560 14.12483
H -17.24533 3.98633 15.72583
H -17.22308 6.93978 14.90636
H -15.86568 5.97789 15.46797
H -15.55108 5.84340 17.95257
H -16.99301 5.87168 18.98906
H -16.69329 4.57814 17.72618
H -15.38646 7.82929 16.88500
H -16.93511 8.70007 16.52808
H -16.49964 8.37788 18.18026
H -20.39475 4.05636 18.10713
H -19.03192 4.96566 18.82989
H -18.67454 3.78620 17.66006
H -19.45868 8.25215 18.14135
C -24.09127 7.83691 21.41915
C -24.38269 6.63536 20.60523
C -24.04666 5.40659 21.46906
C -24.55206 4.10545 20.92977
C -26.01141 4.19034 20.48079
C -26.51661 5.48188 19.77538
N -25.82144 6.63151 20.39141
O -26.42282 7.80639 19.76388
C -26.30640 5.48995 18.18226
C -27.99084 5.53401 20.02126
C -23.49522 6.53093 19.31729
H -24.22974 8.69684 20.73692
H -23.03745 7.82836 21.72149
H -24.70035 7.91742 22.32356
H -22.96994 5.50917 21.65859
H -24.61819 5.49888 22.41907
H -24.40813 3.28369 21.62663
H -23.97187 3.88713 20.04885
H -26.72125 3.98040 21.25917
H -26.29440 3.33139 19.77633
H -25.25259 5.46233 17.95066
H -26.75717 4.55518 17.84475
H -26.77789 6.29761 17.67283
H -28.45376 4.59891 19.72579
H -28.27220 5.79748 21.11789
H -28.42542 6.39117 19.43515
H -23.76052 7.35303 18.61663
H -23.62291 5.52389 18.89749
H -22.42010 6.67632 19.60231
H -26.47273 8.46812 20.46954
C -26.08730 -0.24316 22.27739
C -26.40715 -1.46601 21.38683
C -27.39207 -1.09626 20.25398
C -27.60474 -2.18255 19.15724
C -26.26638 -2.62773 18.73096
C -25.30938 -3.07733 19.85288
N -25.22191 -1.83467 20.70976
O -24.24704 -2.16071 21.74906
C -25.81789 -4.39021 20.52109
C -23.88053 -3.43958 19.35010
C -27.09764 -2.43036 22.31869
H -25.37480 -0.53899 22.99320
H -27.04726 0.16979 22.64322
H -25.60679 0.52593 21.66841
H -28.34748 -0.79374 20.67046
H -26.86779 -0.23420 19.78434
H -28.07921 -1.69461 18.27414
H -28.26580 -2.97458 19.48267
H -25.85851 -1.88778 18.06898
H -26.50311 -3.51005 18.13427
H -26.85046 -4.44469 20.84924
H -25.64799 -5.23479 19.87911
H -25.28434 -4.69001 21.43893
H -23.93039 -4.24904 18.60133
H -23.54929 -2.50643 18.85483
H -23.25036 -3.80598 20.16492
H -26.37558 -2.80839 22.99237
H -27.64476 -3.23413 21.89415
H -27.75808 -1.83788 23.00507
H -23.43971 -1.53883 21.66663
C -14.66322 -6.51762 21.71405
C -15.72744 -5.55401 21.11311
C -16.11169 -4.58462 22.13861
C -16.93531 -3.38445 21.69373
C -16.16349 -2.74478 20.60188
C -15.92620 -3.66985 19.39032
N -15.23104 -4.84994 19.94350
O -15.20374 -5.86959 18.92001
C -17.29176 -3.91827 18.61564
C -14.91765 -2.93772 18.50731
C -17.03145 -6.45527 20.84978
H -14.30048 -7.08806 20.91358
H -15.17697 -7.13293 22.45654
H -13.72441 -6.05254 22.13353
H -16.51618 -5.14118 22.97111
H -15.16798 -4.16483 22.52609
H -17.15279 -2.75679 22.54716
H -17.91199 -3.72613 21.24451
H -15.22173 -2.36291 20.99884
H -16.57643 -1.84574 20.20124
H -17.57948 -3.03011 18.10471
H -17.19834 -4.77890 17.93570
H -18.18700 -4.13413 19.25219
H -14.55010 -3.65899 17.76665
H -15.42921 -2.07998 18.05579
H -14.02227 -2.71157 19.13131
H -17.40092 -6.69020 21.80107
H -16.68046 -7.34722 20.34807
H -17.78263 -5.91761 20.27847
H -14.29399 -6.09067 18.81075
C -27.91031 4.45505 27.43014
C -27.51380 3.48856 26.28918
C -27.41128 4.24202 24.97849
C -26.18629 5.11881 24.81073
C -24.98072 4.26681 25.04537
C -24.99130 3.49644 26.37803
N -26.26183 2.73511 26.42808
O -26.18171 1.98202 27.69632
C -23.86441 2.47974 26.25793
C -24.72862 4.51735 27.50073
C -28.59322 2.45830 26.17737
H -28.88249 4.90517 27.20909
H -27.27972 5.33822 27.44002
H -27.99627 4.11400 28.45004
H -27.49975 3.56853 24.15439
H -28.31272 4.86158 24.89026
H -26.09993 5.98608 25.46584
H -26.22585 5.48531 23.75793
H -24.10025 4.89019 25.00045
H -24.95483 3.59976 24.14989
H -24.11241 1.79565 25.42969
H -22.94815 3.07706 26.06648
H -23.64512 1.99056 27.18013
H -23.70574 4.81942 27.43989
H -25.32071 5.44375 27.49059
H -24.84152 4.06493 28.46234
H -28.91529 2.05839 27.15775
H -28.24585 1.62431 25.56423
H -29.47661 2.89931 25.70243
H -26.41451 1.11442 27.38566
C -19.09049 3.93420 25.68968
C -18.25155 4.78722 24.75473
C -17.05342 4.03038 24.25072
C -16.33393 4.72446 23.03429
C -17.33890 5.17643 21.95337
C -18.50148 6.02922 22.50757
N -19.16283 5.21141 23.56016
O -20.33304 5.90198 23.97994
C -17.99261 7.44614 22.90553
C -19.49444 6.17347 21.36811
C -17.73413 5.96990 25.55111
H -18.44353 3.57900 26.48255
H -19.47459 3.05311 25.22409
H -19.97252 4.51195 26.06010
H -16.49260 3.89423 25.19424
H -17.36330 3.03632 23.95562
H -15.59900 4.04257 22.63683
H -15.72265 5.56515 23.36407
H -17.72270 4.30729 21.47118
H -16.79013 5.67453 21.16428
H -17.63281 7.95614 22.03653
H -18.86009 8.05003 23.22798
H -17.23382 7.53435 23.71543
H -20.25980 6.98197 21.59983
H -18.98902 6.48157 20.44211
H -20.01563 5.22250 21.20976
H -18.46917 6.75967 25.60436
H -16.79255 6.37421 25.15572
H -17.61251 5.59024 26.55265
H -20.00997 6.52782 24.63025
C -21.76153 1.59879 23.29441
C -20.86466 1.43927 22.06451
C -19.41743 1.75218 22.58046
C -18.27218 1.36045 21.66187
C -18.51797 -0.12557 21.19277
C -19.85819 -0.38573 20.55732
N -20.89113 0.04581 21.55535
O -22.20739 -0.23359 21.08856
C -19.88969 0.25062 19.15439
C -20.03353 -1.86621 20.30808
C -21.29017 2.57095 21.07088
H -22.80527 1.36391 23.12852
H -21.73941 2.60958 23.68055
H -21.45203 0.97131 24.10967
H -19.41584 2.85972 22.81000
H -19.25405 1.19814 23.53511
H -17.29296 1.56938 22.10427
H -18.31282 2.01530 20.81293
H -18.37901 -0.68274 22.15050
H -17.75732 -0.47749 20.44398
H -19.39236 1.28508 19.13519
H -19.23265 -0.33967 18.54113
H -20.89166 0.32774 18.70986
H -19.06830 -2.16869 19.89384
H -20.23262 -2.45555 21.17534
H -20.76958 -2.06136 19.50899
H -20.67919 2.77972 20.21536
H -21.44433 3.46767 21.68773
H -22.29204 2.34394 20.68649
H -22.45921 0.15033 20.23378
C -16.14206 -2.13388 25.82712
C -17.24034 -1.15901 26.10921
C -16.91497 -0.35088 27.33433
O -17.23197 -1.14080 28.46581
C -16.74951 -0.51268 29.67359
N -17.48728 -0.26612 24.97328
H -16.28162 -2.76409 24.95858
H -15.94664 -2.88662 26.64774
H -15.15508 -1.74033 25.66178
H -18.10721 -1.69048 26.54153
H -17.51368 0.56697 27.33953
H -15.85609 -0.09684 27.31840
H -17.43031 0.35759 29.87416
H -15.71579 -0.16892 29.57209
H -16.89856 -1.25492 30.52527
H -18.48067 -0.23557 25.00115
H -17.28292 -0.77675 24.10770
C -14.97973 3.04359 20.08097
C -14.28961 1.74385 20.19782
C -13.74249 1.58009 21.58280
O -14.75641 1.60757 22.61854
C -14.16517 1.67275 23.93472
N -15.17749 0.62901 19.79046
H -14.39043 3.79232 20.58925
H -15.89503 2.96241 20.64210
H -15.31577 3.36094 19.04636
H -13.42956 1.76280 19.53724
H -13.05314 2.39388 21.73768
H -13.19914 0.67987 21.62771
H -13.59072 0.73748 24.04122
H -14.92345 1.73813 24.67649
H -13.51623 2.54806 23.85946
H -16.09600 0.99120 19.90917
H -15.08170 -0.23550 20.38707
C -24.13627 -0.15548 16.15032
C -23.16452 0.37838 17.25657
C -22.51933 1.75414 16.91275
O -22.04869 1.91357 15.60089
C -20.82695 1.23657 15.26168
N -23.65920 0.37397 18.64100
H -24.99099 0.58659 16.08189
H -24.47381 -1.16808 16.44771
H -23.61086 -0.19638 15.21546
H -22.35064 -0.36794 17.33326
H -21.72595 1.95604 17.63184
H -23.25101 2.52258 17.16384
H -20.38480 1.82523 14.42693
H -21.00546 0.22837 14.84632
H -20.19371 1.16894 16.19037
H -24.22748 -0.45880 18.84096
H -24.43791 1.10821 18.68536
C -19.74570 -3.35723 24.09184
C -21.26845 -3.37991 23.90510
C -21.94621 -4.05786 25.08114
O -23.32568 -3.75235 24.85776
C -23.89070 -4.79877 24.05083
N -21.83600 -2.05901 23.87440
H -19.36646 -2.92223 24.98444
H -19.31383 -2.72527 23.30444
H -19.35514 -4.36319 24.01785
H -21.46725 -3.87842 22.99471
H -21.64259 -3.58138 26.02054
H -21.84485 -5.14149 25.17657
H -23.28898 -5.03923 23.16620
H -24.90194 -4.48332 23.85612
H -23.98143 -5.73188 24.63059
H -21.47895 -1.52533 23.07365
H -22.82518 -2.19761 23.74563
*
```